The following is a DFT calculation (ωB97M-V/def2-TZVPD) of a molecular structure, C18H18Cl3FNiO4S2.

Results
E_HOMO (alpha / beta) = -9.42 / -9.49 eV
spin multiplicity = 3
orbital gap (alpha / beta) = 9.7020 / 9.7310 eV
calculated total energy = -4782.810206 hartree

```
47
Properties=species:S:1:pos:R:3:mulliken_charge:R:1
Ni -1.927 -0.991 1.817 0.74
O 0.001 -0.736 1.308 0.45
S 1.476 -0.523 1.469 -0.04
C 2.114 -1.028 -0.141 -1.04
C 1.348 -0.426 -1.324 0.30
C 0.598 -1.481 -2.141 -1.41
C -0.570 -2.156 -1.431 0.72
S -2.219 -1.357 -1.412 0.03
O -2.694 -1.438 0.022 -0.41
C -1.883 0.351 -1.801 0.07
C -1.902 1.339 -0.832 -0.25
C -1.662 2.652 -1.220 -0.50
C -1.419 2.965 -2.549 -0.65
C -1.447 1.967 -3.517 -0.62
C -1.699 0.656 -3.146 -0.40
C 1.723 1.245 1.353 0.67
C 3.000 1.755 1.145 -0.72
C 3.179 3.127 1.111 -0.53
C 2.093 3.975 1.305 -0.55
C 0.833 3.449 1.538 -0.60
C 0.634 2.073 1.567 -0.42
H 2.023 -2.118 -0.101 0.50
H 3.179 -0.794 -0.146 0.54
H 2.057 0.081 -1.979 0.52
H 0.658 0.343 -0.974 -0.31
H 1.302 -2.275 -2.407 0.54
H 0.280 -1.044 -3.088 0.39
H -0.375 -2.358 -0.377 -0.76
H -0.785 -3.118 -1.898 0.57
H -2.111 1.113 0.209 0.87
H -1.671 3.432 -0.470 0.45
H -1.232 3.991 -2.838 0.40
H -1.292 2.211 -4.559 0.42
H -1.763 -0.122 -3.898 0.53
H 3.850 1.096 1.011 0.32
H 4.166 3.536 0.940 0.40
H 2.239 5.047 1.287 0.39
H -0.009 4.107 1.712 0.49
H -0.348 1.657 1.767 0.54
F -2.276 0.789 2.186 -0.82
Cl -0.286 -4.314 4.762 -0.15
C -1.070 -4.886 3.268 0.60
Cl -2.726 -5.394 3.624 -0.14
Cl -0.165 -6.258 2.629 -0.14
C -1.064 -3.674 2.266 0.22
O -0.271 -3.695 1.343 -0.55
O -1.889 -2.771 2.610 -0.67
```

***

The following is a DFT calculation (ωB97M-V/def2-TZVPD) of 18 unconnected molecules or ions with the total composition C18H18Cl54 in a non-equilibrium geometry.

Results
E_HOMO = -10.80 eV
relative energy (zero: lowest compared OMol25 entry of this formula, charge and spin) = 25.29 kcal per mole
spin multiplicity = 1
orbital gap = 10.9127 eV
calculated total energy = -25546.932050 hartree

```
90
Properties=species:S:1:pos:R:3:mulliken_charge:R:1
C 4.343 -5.032 -4.224 0.28
Cl 4.589 -3.269 -4.045 -0.05
Cl 5.180 -5.860 -2.974 -0.12
Cl 4.890 -5.627 -5.801 -0.14
H 3.323 -5.276 -4.200 0.02
C 3.360 0.810 -5.698 0.40
Cl 2.690 -0.478 -6.685 -0.10
Cl 3.066 2.469 -6.324 -0.09
Cl 5.088 0.512 -5.454 -0.12
H 2.887 0.705 -4.731 -0.11
C 2.971 3.921 -2.134 0.81
Cl 4.507 3.456 -2.931 -0.13
Cl 1.710 2.725 -2.779 0.00
Cl 2.451 5.563 -2.345 -0.12
H 3.116 3.684 -1.076 -0.55
C -0.550 -1.608 5.692 -0.14
Cl -1.478 -1.576 7.171 -0.10
Cl 0.413 -0.118 5.628 -0.12
Cl -1.654 -1.619 4.331 0.01
H 0.097 -2.469 5.657 0.35
C -1.158 -3.128 -4.583 0.59
Cl -1.925 -4.112 -5.813 -0.13
Cl -1.957 -1.481 -4.487 -0.08
Cl 0.588 -2.934 -5.005 -0.06
H -1.435 -3.521 -3.640 -0.43
C 4.370 -4.569 0.748 0.01
Cl 4.198 -6.059 1.737 -0.14
Cl 5.251 -3.460 1.879 -0.12
Cl 2.907 -3.765 0.334 0.13
H 5.012 -4.796 -0.101 0.14
C 2.796 5.781 1.347 0.10
Cl 2.349 4.029 1.248 -0.01
Cl 4.576 5.932 1.463 -0.12
Cl 1.889 6.530 2.611 -0.09
H 2.477 6.187 0.409 0.16
C 5.348 0.897 3.854 0.36
Cl 6.647 1.257 5.030 -0.13
Cl 4.296 2.331 3.536 -0.09
Cl 4.301 -0.344 4.577 -0.10
H 5.716 0.609 2.875 -0.06
C -7.158 -0.893 3.662 -0.05
Cl -6.942 0.241 5.001 -0.12
Cl -5.720 -1.608 3.174 0.02
Cl -7.954 -0.007 2.401 -0.14
H -7.854 -1.634 4.028 0.31
C -2.320 4.735 -0.667 0.86
Cl -1.938 6.275 -1.493 -0.17
Cl -3.960 4.672 -0.340 -0.09
Cl -1.441 4.598 0.890 -0.12
H -1.994 3.881 -1.248 -0.53
C -6.497 3.279 3.283 0.23
Cl -6.047 3.916 4.916 -0.10
Cl -5.015 2.786 2.384 0.09
Cl -7.424 4.570 2.436 -0.16
H -7.131 2.435 3.238 -0.05
C 5.456 0.407 -0.900 -0.33
Cl 4.247 -0.506 -1.776 0.08
Cl 6.674 -0.665 -0.105 -0.14
Cl 4.739 1.373 0.383 0.00
H 5.940 1.059 -1.534 0.38
C 0.464 -5.923 -1.517 -0.03
Cl 1.955 -6.919 -1.071 -0.13
Cl -0.527 -6.928 -2.560 -0.11
Cl 1.020 -4.488 -2.378 0.19
H -0.063 -5.703 -0.601 0.16
C -5.752 -0.764 -1.854 -0.07
Cl -5.660 -0.456 -3.552 -0.11
Cl -4.290 -0.156 -0.972 0.02
Cl -5.904 -2.481 -1.488 -0.13
H -6.704 -0.297 -1.548 0.28
C -2.018 -3.159 0.908 0.61
Cl -0.324 -3.465 1.582 -0.11
Cl -3.249 -3.743 1.993 -0.12
Cl -2.246 -3.896 -0.661 -0.15
H -2.076 -2.123 0.624 -0.42
C -2.200 2.281 6.003 0.16
Cl -3.698 1.404 6.284 -0.07
Cl -2.253 3.754 6.970 -0.13
Cl -1.973 2.702 4.242 0.00
H -1.402 1.636 6.287 -0.01
C -1.615 2.340 -4.387 -0.45
Cl -1.432 4.050 -4.108 -0.07
Cl -1.932 1.696 -2.722 0.11
Cl -0.175 1.535 -5.107 0.02
H -2.504 2.290 -5.051 0.43
C 0.017 0.447 0.338 -0.14
Cl -1.452 0.612 1.300 0.03
Cl -0.268 -0.952 -0.763 0.22
Cl 1.365 0.221 1.351 0.17
H -0.012 1.279 -0.371 -0.04
```

***

The following is a DFT calculation (ωB97M-V/def2-TZVPD) of a single C18H18ClFN2O5S molecule in a non-equilibrium geometry.

Results
E_HOMO = -9.05 eV
relative energy (zero: lowest compared OMol25 entry of this formula, charge and spin) = 19.91 kcal per mole
spin multiplicity = 1
orbital gap = 9.1801 eV
SMILES string = Cc1c(O)c(O)c2c(c1S(=O)(=O)N(C)C)CN(Cc1ccc(F)c(Cl)c1)C2=O
calculated total energy = -2140.673056 hartree

```
46
Properties=species:S:1:pos:R:3:mulliken_charge:R:1
O 2.722 0.170 -2.547 -0.84
O -2.868 0.820 1.878 -0.71
O -1.109 -0.867 2.388 -0.72
F -2.398 -4.639 -4.504 -0.31
Cl -2.241 -5.572 -1.703 -0.20
O 2.162 2.873 -2.045 -0.69
O 0.627 4.645 -0.446 -0.60
C 1.993 -0.028 -1.574 1.28
C -0.502 -3.206 -4.442 -0.60
C 0.664 -2.730 -3.796 -0.41
C -0.101 -3.863 -1.780 -0.34
C -1.410 -4.070 -3.788 0.28
C -1.190 -4.423 -2.460 0.08
C 1.302 2.403 -1.087 0.47
C 0.534 3.268 -0.296 0.09
C 1.286 1.011 -0.841 -0.50
C -0.345 2.727 0.647 0.39
C 0.861 -3.076 -2.442 0.72
C 0.494 0.465 0.139 0.06
C -0.331 1.310 0.896 0.16
N 1.664 -1.233 -1.011 0.28
N -1.006 1.502 3.548 0.15
C -1.211 3.681 1.432 -1.79
C 0.353 1.301 3.990 -0.94
C -2.148 1.486 4.482 -0.92
C 2.041 -2.519 -1.637 -1.49
C 0.661 -1.053 0.045 -0.79
S -1.428 0.562 2.137 1.46
H 2.532 2.073 -2.526 0.36
H 1.369 4.874 -1.024 0.34
H -0.634 -2.958 -5.465 0.41
H 1.370 -2.082 -4.321 0.42
H 0.065 -4.187 -0.735 0.36
H -2.096 3.227 1.828 0.36
H -0.624 4.166 2.222 0.28
H -1.602 4.462 0.750 0.46
H 0.431 0.241 4.249 0.33
H 0.566 1.905 4.865 0.35
H 1.031 1.558 3.166 0.28
H -2.937 2.156 4.101 0.25
H -2.601 0.480 4.513 0.34
H -1.930 1.787 5.522 0.32
H 2.930 -2.430 -2.272 0.49
H 2.313 -3.223 -0.826 0.45
H 1.021 -1.445 0.997 0.23
H -0.284 -1.551 -0.227 0.39
```

***

The following is a DFT calculation (ωB97M-V/def2-TZVPD) of a molecular structure, C18H18ClIrN4O4 in a non-equilibrium geometry.

Results
E_HOMO (alpha / beta) = -17.88 / -18.49 eV
relative energy (zero: lowest compared OMol25 entry of this formula, charge and spin) = 58.36 kcal per mole
spin multiplicity = 2
orbital gap (alpha / beta) = 4.1615 / 4.7545 eV
charge = +3
calculated total energy = -1779.772997 hartree

```
46
Properties=species:S:1:pos:R:3:mulliken_charge:R:1
Ir 0.237 -0.295 -1.191 1.21
C -2.378 0.339 0.429 -1.46
N -1.098 1.036 0.300 0.22
C -0.390 1.153 1.589 -1.47
C 0.898 0.380 1.711 0.98
C 1.598 0.403 2.909 -0.99
C 2.819 -0.247 2.995 -0.34
C 3.324 -0.901 1.878 -0.85
C 2.572 -0.896 0.721 -0.27
N 1.389 -0.270 0.657 -0.06
C -1.235 2.344 -0.370 -1.24
C 0.051 2.757 -1.040 1.03
C 0.399 4.079 -1.240 -1.00
C 1.566 4.376 -1.932 -0.29
C 2.367 3.349 -2.408 -0.81
C 1.959 2.047 -2.184 0.09
N 0.828 1.769 -1.518 -0.10
C -2.256 -1.167 0.430 0.92
C -3.287 -1.973 1.036 -0.43
C -3.242 -3.363 0.982 -0.47
C -2.217 -3.961 0.311 -0.70
C -1.123 -3.133 -0.271 0.32
N -1.259 -1.700 -0.196 -0.09
H -3.017 0.588 -0.425 0.49
H -2.919 0.669 1.324 0.58
H -1.048 0.851 2.408 0.62
H -0.141 2.203 1.760 0.56
H 1.197 0.937 3.761 0.52
H 3.377 -0.241 3.922 0.48
H 4.278 -1.408 1.897 0.46
H 2.911 -1.398 -0.175 0.52
H -1.572 3.110 0.333 0.46
H -1.995 2.262 -1.151 0.49
H -0.237 4.874 -0.872 0.47
H 1.852 5.406 -2.098 0.47
H 3.285 3.540 -2.944 0.44
H 2.542 1.215 -2.549 0.46
H -4.133 -1.483 1.512 0.53
H -4.029 -3.954 1.437 0.53
H -2.134 -5.037 0.176 0.52
H -0.185 -3.400 0.255 0.50
O -0.385 -1.752 -3.031 -0.59
Cl 0.177 -2.958 -2.522 1.62
O 0.501 -3.926 -3.434 -0.44
O -1.022 -3.592 -1.627 -0.37
O 1.173 -2.631 -1.555 -0.54
```

***

The following is a DFT calculation (ωB97M-V/def2-TZVPD) of a single C18H18ClNO3 molecule.

Results
E_HOMO = -8.34 eV
relative energy (zero: lowest compared OMol25 entry of this formula, charge and spin) = 32.47 kcal per mole
spin multiplicity = 1
orbital gap = 8.9398 eV
SMILES string = O=C(Nc1ccc(Cl)cc1)c1ccc(OC[C@H]2CCCO2)cc1
calculated total energy = -1437.395121 hartree

```
41
Properties=species:S:1:pos:R:3:mulliken_charge:R:1
O -2.901 -2.204 0.078 -0.66
C -2.566 -1.058 0.298 0.58
N -3.425 0.010 0.284 -0.09
C -4.802 0.025 0.068 0.45
C -5.443 1.264 0.038 -0.46
C -6.806 1.348 -0.164 -0.71
C -7.541 0.186 -0.339 0.36
C -6.919 -1.051 -0.313 -0.72
C -5.555 -1.134 -0.110 -0.32
H -5.065 -2.093 -0.091 0.49
H -7.499 -1.950 -0.450 0.40
Cl -9.249 0.287 -0.593 -0.22
H -7.297 2.309 -0.186 0.39
H -4.869 2.169 0.175 0.33
H -3.010 0.923 0.404 0.15
C -1.154 -0.687 0.588 0.39
C -0.784 0.395 1.386 -0.50
C 0.546 0.661 1.623 -0.81
C 1.549 -0.138 1.066 0.76
C 1.183 -1.230 0.282 -0.15
C -0.153 -1.498 0.062 -1.05
H -0.444 -2.350 -0.534 0.41
H 1.926 -1.878 -0.155 0.40
O 2.818 0.228 1.378 -0.46
C 3.912 -0.477 0.834 -0.96
C 4.193 -0.082 -0.630 0.50
H 3.279 -0.231 -1.219 0.40
O 5.210 -0.926 -1.146 -0.48
C 6.366 -0.163 -1.455 -0.54
C 6.221 1.166 -0.716 -0.56
H 6.582 1.072 0.308 0.23
H 6.760 1.972 -1.208 0.38
C 4.706 1.359 -0.738 -0.73
H 4.393 1.801 -1.684 0.35
H 4.335 1.973 0.080 0.31
H 6.408 0.000 -2.541 0.30
H 7.243 -0.738 -1.151 0.30
H 3.773 -1.561 0.900 0.36
H 4.767 -0.202 1.457 0.35
H 0.843 1.488 2.249 0.44
H -1.529 1.016 1.862 0.40
```

***

The following is a DFT calculation (ωB97M-V/def2-TZVPD) of a molecular structure, C18H18CoN2O8S2.

Results
E_HOMO (alpha / beta) = -12.47 / -12.46 eV
relative energy (zero: lowest compared OMol25 entry of this formula, charge and spin) = 10.57 kcal per mole
spin multiplicity = 5
orbital gap (alpha / beta) = 8.1767 / 5.3359 eV
charge = +1
calculated total energy = -3586.912025 hartree

```
49
Properties=species:S:1:pos:R:3:mulliken_charge:R:1
Co 0.166 1.621 -0.492 0.81
C 1.565 3.422 1.616 -0.80
O 0.272 3.092 1.049 -0.09
C -0.477 4.238 0.619 -0.64
C -0.215 4.474 -0.842 -0.38
O -0.450 3.215 -1.504 -0.40
C -1.130 3.276 -2.776 -0.90
H 1.399 4.056 2.484 0.31
H 2.195 3.917 0.879 0.35
H 2.036 2.495 1.918 0.27
H -0.218 5.114 1.215 0.48
H -1.530 4.004 0.778 0.25
H 0.815 4.772 -1.042 0.29
H -0.894 5.231 -1.235 0.48
H -0.593 3.956 -3.434 0.34
H -2.153 3.614 -2.625 0.33
H -1.120 2.274 -3.195 0.30
O 4.096 0.913 -0.307 -0.57
C 2.935 0.679 -0.140 -0.16
O 1.965 1.492 -0.586 -0.60
C 2.421 -0.513 0.599 0.99
C 1.287 -0.430 1.402 -0.37
C 0.790 -1.547 2.060 -0.93
C 1.413 -2.774 1.892 -0.47
C 2.537 -2.830 1.091 -0.17
C 3.070 -1.730 0.455 -0.48
N 3.197 -4.144 0.896 1.05
O 4.187 -4.169 0.203 -0.59
O 2.696 -5.107 1.433 -0.62
H 0.796 0.528 1.556 0.75
H -0.070 -1.464 2.713 0.52
H 1.055 -3.671 2.376 0.54
H 3.959 -1.819 -0.152 0.57
O -1.033 -1.014 -3.230 -0.62
S -0.592 -1.423 -1.939 0.86
O 0.708 -1.945 -1.717 -0.46
N -0.837 -0.072 -0.898 -0.14
C -1.773 -0.293 -0.035 1.27
S -2.073 0.995 1.068 -0.15
C -2.401 -1.617 -0.088 0.36
C -3.384 -2.155 0.723 -0.73
C -3.777 -3.464 0.478 -0.64
C -3.192 -4.203 -0.547 -0.54
C -2.198 -3.665 -1.361 -0.76
C -1.826 -2.365 -1.106 0.26
H -3.830 -1.578 1.524 0.44
H -4.543 -3.918 1.092 0.43
H -3.511 -5.224 -0.714 0.43
H -1.740 -4.243 -2.153 0.51
```